C32H66O25PS6Tl as an isolated structure at a distorted geometry. Source: OMol25; level of theory: ωB97M-V/def2-TZVPD.

Last column: Mulliken charge in e.
Geometry (Å):
Tl: -3.95562 3.82625 0.29260  0.994
P: -0.61959 0.33296 0.05770  0.797
O: 0.43594 -0.82236 -0.00830  -0.603
O: -1.93796 -0.08194 0.79545  -0.346
O: -1.15917 0.89109 -1.27658  -0.439
O: -0.23871 1.63259 0.91351  -0.399
C: -6.12972 -2.44644 -2.67349  -1.340
C: -4.80839 -3.12275 -3.00814  0.473
C: -4.08802 -3.84075 -1.85535  -0.422
O: -4.25534 -5.20711 -2.09759  -0.307
C: -4.75540 -5.36049 -3.29005  0.683
O: -4.98492 -6.38433 -3.88899  -0.584
O: -4.98357 -4.20192 -3.90650  -0.369
H: -6.73912 -2.01519 -3.46770  0.342
H: -5.96887 -1.65625 -1.94012  0.336
H: -6.69633 -3.24291 -2.19113  0.341
H: -4.12791 -2.32853 -3.31518  0.282
H: -4.66973 -3.59422 -0.96713  0.234
H: -3.03984 -3.61289 -1.66168  0.330
C: 1.09835 -8.07142 -1.91517  -1.354
C: 1.94288 -7.19232 -2.87833  0.373
C: 2.90245 -6.20229 -2.22113  -0.344
O: 4.11789 -6.50124 -2.85417  -0.304
C: 4.08594 -7.58921 -3.65339  0.651
O: 5.03952 -8.04185 -4.27742  -0.562
O: 2.84415 -8.14037 -3.48717  -0.366
H: 0.34595 -8.57965 -2.51825  0.356
H: 0.63722 -7.36761 -1.22226  0.385
H: 1.66611 -8.87842 -1.45201  0.337
H: 1.35252 -6.76262 -3.68762  0.303
H: 2.86342 -6.28683 -1.13511  0.253
H: 2.65110 -5.15476 -2.38730  0.272
C: 0.98747 -4.36244 4.87364  -1.412
C: -0.47780 -3.84619 4.69482  0.310
C: -1.36336 -4.83686 3.99024  -0.254
O: -2.09383 -5.31501 5.07051  -0.344
C: -1.87838 -4.61513 6.23168  0.664
O: -2.48663 -4.83748 7.25641  -0.550
O: -1.09802 -3.56906 5.92845  -0.355
H: 1.02903 -5.20690 5.56158  0.351
H: 1.63927 -3.57898 5.26021  0.353
H: 1.45206 -4.71222 3.95174  0.379
H: -0.34967 -2.91070 4.15026  0.316
H: -0.72847 -5.62265 3.58088  0.265
H: -1.98597 -4.30353 3.27190  0.275
C: 2.48236 0.51669 -5.94383  -1.394
C: 2.25777 -0.87456 -5.37770  0.430
C: 0.91598 -1.46598 -5.59917  -0.328
O: 1.04200 -2.37212 -6.64574  -0.309
C: 2.35974 -2.60167 -6.84475  0.627
O: 2.80521 -3.50234 -7.58369  -0.577
O: 3.08862 -1.80148 -6.01240  -0.348
H: 1.62452 1.17717 -5.81743  0.335
H: 2.63295 0.39375 -7.01636  0.344
H: 3.43260 0.91563 -5.58888  0.361
H: 2.56229 -0.75761 -4.33765  0.285
H: 0.23764 -0.61720 -5.68600  0.298
H: 0.64147 -2.07455 -4.73755  0.274
C: 5.24565 2.80288 1.95052  -1.362
C: 5.15190 2.07704 3.26675  0.581
C: 4.69445 0.58974 3.18092  -0.403
O: 5.77272 -0.04086 3.89034  -0.328
C: 6.66859 0.79087 4.34084  0.716
O: 7.65867 0.51375 5.01461  -0.604
O: 6.45516 1.97757 3.84225  -0.377
H: 4.51044 2.39585 1.25634  0.364
H: 6.21612 2.81659 1.45445  0.346
H: 5.00309 3.85062 2.12804  0.324
H: 4.45773 2.63175 3.89804  0.208
H: 4.44267 0.28262 2.16584  0.271
H: 3.72853 0.36785 3.63468  0.264
C: 6.98097 -1.52598 -1.32092  -0.852
S: 8.36420 -2.75457 -1.27000  0.526
O: 9.69048 -1.98712 -1.28232  -0.633
C: 8.16787 -3.33457 0.47105  -0.843
H: 6.05260 -1.95292 -0.94151  0.322
H: 7.03270 -1.04996 -2.30012  0.321
H: 7.25407 -0.78096 -0.57362  0.269
H: 8.61538 -4.32320 0.57333  0.301
H: 7.15286 -3.33661 0.86832  0.290
H: 8.79618 -2.64113 1.03003  0.303
C: 0.20788 10.34770 2.68446  -0.869
S: -0.56366 8.78202 3.15325  0.501
O: -1.14608 8.05183 1.94642  -0.600
C: 0.99925 7.80375 3.39662  -0.981
H: 1.08403 10.38048 3.33205  0.309
H: -0.52235 11.14506 2.82252  0.323
H: 0.42112 10.37795 1.61594  0.297
H: 1.52476 8.10100 4.30414  0.373
H: 1.66330 8.08105 2.57794  0.333
H: 0.78118 6.73827 3.32395  0.314
C: 1.28129 5.95071 -2.95906  -0.933
S: -0.12991 6.79136 -3.83508  0.502
O: -1.28986 6.72821 -2.82026  -0.629
C: 0.37531 8.55308 -3.75857  -0.845
H: 1.50522 6.41936 -2.00078  0.314
H: 2.15503 5.85244 -3.60329  0.351
H: 0.96407 4.95479 -2.64985  0.330
H: 0.46516 8.96652 -4.76311  0.321
H: 1.36119 8.57685 -3.29427  0.274
H: -0.28829 9.16568 -3.14827  0.313
C: -6.48832 2.26433 -7.37476  -0.964
S: -5.53353 3.24050 -6.09470  0.480
O: -5.67397 2.47024 -4.78406  -0.592
C: -3.97042 2.74603 -6.90182  -0.881
H: -6.48539 2.75325 -8.34895  0.371
H: -7.50869 2.24535 -6.99191  0.311
H: -6.13911 1.23908 -7.49736  0.322
H: -4.05943 1.66379 -6.99637  0.275
H: -3.11658 2.92052 -6.24714  0.335
H: -3.90407 3.33945 -7.81370  0.341
C: -6.72908 -0.86622 6.12184  -0.858
S: -7.51852 -0.36024 4.55206  0.440
O: -6.60248 0.72675 3.93996  -0.580
C: -7.10411 -1.87729 3.59684  -0.826
H: -7.07126 -1.75740 6.64797  0.374
H: -6.79895 -0.02541 6.81196  0.308
H: -5.67665 -1.03771 5.89586  0.248
H: -7.66470 -2.70945 4.02269  0.357
H: -6.03729 -2.04929 3.73968  0.222
H: -7.20029 -1.78607 2.51493  0.314
C: -1.53552 4.50814 7.95578  -0.907
S: -2.55708 3.52774 6.79139  0.497
O: -2.80125 4.28382 5.50706  -0.583
C: -1.28626 2.23294 6.39811  -0.911
H: -0.65582 4.85080 7.41097  0.297
H: -1.10338 3.84440 8.70464  0.342
H: -2.11945 5.24893 8.50201  0.308
H: -0.94176 1.74507 7.30992  0.366
H: -0.42596 2.66841 5.88984  0.307
H: -1.80648 1.59736 5.68152  0.286

Properties
Gap between HOMO and LUMO, eV: 4.81
E, eV: -164423.842
Total charge: 0